Entry 1:
DFT (ωB97M-V with the def2-TZVPD basis set) results for a cluster of 2 separate species, C2HBrO2 in total in a non-equilibrium geometry.

Geometry as XYZ:
```
6
Properties=species:S:1:pos:R:3:forces:R:3:nbo_charge:R:1
O 0.9444 -1.8158 -0.8615 1.0 0.1 -0.4 -0.51
H 0.4510 2.3198 0.0901 0.2 -0.2 -1.2 0.16
Br -0.1741 0.8847 1.9038 -0.1 -0.6 0.0 0.12
C 0.1755 1.2674 0.1527 0.1 1.0 1.3 -0.28
C -0.1410 -1.4554 -0.7407 -1.0 -0.6 0.6 1.02
O -1.2558 -1.2007 -0.5445 0.0 0.2 -0.4 -0.52
```
Positions in Å, forces in eV/Å.

## Properties
Multiplicity = 3
LUMO level (spin up / spin down) = 0.69 / -1.79 eV
Kohn-Sham gap (spin up / spin down) = 9.5 / 9.7 eV
Total charge = 0


Entry 2:
DFT (ωB97M-V with the def2-TZVPD basis set) results for a cluster of 2 separate species, C2HCl2N2O in total in a non-equilibrium geometry.

Geometry as XYZ:
```
8
Properties=species:S:1:pos:R:3:forces:R:3:nbo_charge:R:1
H 1.8239 0.1470 1.0416 -1.6 -0.4 -2.0 0.29
C 1.1807 -0.3946 0.2185 2.6 2.2 0.8 -0.35
Cl 0.4899 -1.7009 0.8036 -0.7 -1.4 0.3 0.40
C -0.9853 1.0971 -0.3077 3.1 0.1 -0.2 0.73
O -0.7854 2.0220 -0.9571 -0.6 0.7 -0.2 -0.28
Cl 1.7195 -0.2692 -1.3990 -0.4 0.0 0.7 0.19
N -1.8154 -0.9817 0.5167 -0.1 0.8 -0.3 0.19
N -1.6280 0.0804 0.0834 -2.5 -2.0 0.8 -0.17
```
Positions in Å, forces in eV/Å.

## Properties
Multiplicity = 1
LUMO level (spin up / spin down) = -7.46 / -7.27 eV
Kohn-Sham gap (spin up / spin down) = 6.9 / 6.9 eV
Total charge = +1


Entry 3:
DFT (ωB97M-V with the def2-TZVPD basis set) results for the molecule C2HCl2N3 in a non-equilibrium geometry.

Geometry as XYZ:
```
8
Properties=species:S:1:pos:R:3:forces:R:3:nbo_charge:R:1
C -1.7670 0.5876 -0.3856 -1.2 -0.8 -1.3 0.14
H 0.0744 -0.5179 -0.3643 1.2 1.7 0.7 0.18
Cl -2.7376 -0.6585 0.0390 -0.2 0.0 0.3 0.17
N -0.2307 2.2575 0.0834 0.1 3.6 -0.1 -0.16
Cl 2.3951 -0.5309 -0.0654 1.0 -0.4 0.0 0.04
C 0.9040 0.2609 -0.0900 -2.0 -1.2 -0.7 -0.05
N -1.2678 1.6294 -0.1556 -0.7 -1.6 0.7 -0.07
N 0.8598 1.5118 0.0781 2.0 -1.3 0.5 -0.25
```
Positions in Å, forces in eV/Å.

## Properties
Multiplicity = 1
LUMO level (spin up / spin down) = -0.47 / -0.47 eV
Kohn-Sham gap (spin up / spin down) = 8.2 / 8.2 eV
Total charge = 0